{"formula": "C2HBr2ClO", "method": "wB97M-V/def2-TZVPD", "homo_energy_ev": -10.0926, "orbital_gap_ev": 10.108, "relative_energy_kj_mol": 112.9, "elements": ["C", "C", "O", "Cl", "Br", "Br", "H"], "coordinates": [[-0.6845, 0.0854, -0.9590], [0.3926, -0.1593, 0.5997], [-0.1852, -0.1688, -1.9939], [-2.2941, 0.3507, -0.4209], [1.0330, 1.6437, 1.1198], [1.9169, -1.2505, 0.2137], [-0.1787, -0.5011, 1.4406]]}